Record 1
Density functional theory data (the ωB97M-V functional and the def2-TZVPD basis) for 2 unconnected molecules or ions with the total composition C2H3N3O2.

Results
Total charge: 0
Frontier orbital gap (alpha / beta), eV: 10.56 / 5.15

Each line ends with the Löwdin charge.
Element x y z (Å)
C 0.767 2.370 0.173  -0.25
C 0.729 1.015 -0.059  -0.23
N 0.750 3.534 0.216  0.13
N 0.346 -0.018 0.641  0.09
N 3.033 -0.964 0.110  -0.21
O 2.191 -1.733 0.373  0.06
O 3.906 -1.026 -0.681  0.10
H 1.155 0.918 -0.993  0.09
H 0.376 -0.908 0.256  0.06
H -0.258 0.131 1.488  0.16

=====

Record 2
Density functional theory data (the ωB97M-V functional and the def2-TZVPD basis) for a single C28H43N3 molecule.

Results
Total charge: 0
Frontier orbital gap, eV: 9.19

Each line ends with the Löwdin charge.
Element x y z (Å)
C 6.008 0.186 -0.643  -0.14
N 4.711 0.823 -0.574  -0.12
C 4.302 1.117 0.785  -0.21
C 2.888 1.720 0.804  -0.32
C 2.894 3.082 0.077  -0.11
C 1.510 3.647 -0.036  -0.25
C 0.919 4.287 1.048  -0.05
C -0.381 4.753 0.971  -0.08
C -1.112 4.585 -0.193  -0.10
C -0.531 3.958 -1.282  -0.10
C 0.771 3.495 -1.203  -0.05
N 1.970 0.756 0.215  -0.03
C 0.688 0.605 0.876  -0.16
C -0.171 -0.469 0.177  -0.33
C 0.205 -1.885 0.632  -0.12
C 1.647 -2.297 0.322  -0.34
C 2.027 -3.548 1.119  -0.17
C 3.471 -3.953 0.841  -0.20
C 3.678 -4.212 -0.647  -0.21
C 3.298 -2.974 -1.453  -0.20
C 1.855 -2.569 -1.168  -0.16
N -1.596 -0.299 0.403  -0.04
C -2.231 0.797 -0.301  -0.24
C -3.743 0.744 -0.098  -0.18
C -4.341 -0.552 -0.656  -0.17
C -5.802 -0.643 -0.331  -0.25
C -6.757 -0.133 -1.202  -0.05
C -8.103 -0.180 -0.883  -0.09
C -8.513 -0.736 0.316  -0.10
C -7.570 -1.246 1.193  -0.09
C -6.225 -1.197 0.870  -0.05
H 6.761 0.882 -0.271  0.08
H 6.077 -0.740 -0.050  0.07
H 6.235 -0.048 -1.682  0.08
H 4.009 0.212 -0.984  0.08
H 5.015 1.831 1.208  0.12
H 4.306 0.215 1.424  0.12
H 2.600 1.872 1.851  0.15
H 3.535 3.767 0.635  0.12
H 3.332 2.929 -0.911  0.11
H 1.484 4.416 1.960  0.11
H -0.827 5.247 1.823  0.10
H -2.130 4.943 -0.252  0.10
H -1.095 3.827 -2.194  0.10
H 1.220 3.014 -2.062  0.11
H 1.819 0.984 -0.762  0.11
H 0.877 0.302 1.911  0.13
H 0.121 1.551 0.904  0.10
H -0.017 -0.385 -0.904  0.14
H -0.488 -2.585 0.159  0.12
H 0.042 -1.945 1.711  0.12
H 2.307 -1.478 0.618  0.12
H 1.360 -4.369 0.843  0.12
H 1.898 -3.359 2.187  0.11
H 3.724 -4.847 1.415  0.11
H 4.139 -3.150 1.164  0.11
H 4.719 -4.480 -0.840  0.11
H 3.053 -5.053 -0.957  0.11
H 3.427 -3.170 -2.520  0.11
H 3.965 -2.153 -1.182  0.09
H 1.184 -3.372 -1.486  0.12
H 1.607 -1.678 -1.747  0.10
H -1.780 -0.224 1.399  0.13
H -2.002 0.677 -1.365  0.12
H -1.864 1.791 0.009  0.09
H -4.203 1.605 -0.588  0.12
H -3.965 0.811 0.970  0.12
H -3.798 -1.390 -0.218  0.11
H -4.193 -0.574 -1.737  0.12
H -6.443 0.301 -2.141  0.11
H -8.834 0.218 -1.572  0.10
H -9.563 -0.775 0.566  0.10
H -7.884 -1.683 2.130  0.10
H -5.492 -1.599 1.555  0.11

=====

Record 3
Density functional theory data (the ωB97M-V functional and the def2-TZVPD basis) for a molecular structure, C36H20BrF20GeIN4PbS2Si.

Results
Total charge: 0
Frontier orbital gap, eV: 7.44

Each line ends with the Löwdin charge.
Element x y z (Å)
Pb -2.759 0.767 -0.380  1.08
N -7.452 0.768 -0.196  0.07
C -6.158 0.941 -0.528  -0.87
S -5.103 1.488 0.728  0.42
N -5.862 0.684 -1.788  -0.02
N -4.555 0.819 -2.098  -0.15
C -4.219 0.645 -3.322  -0.08
C -2.823 0.800 -3.728  -0.26
C -2.445 0.643 -5.060  -0.01
C -1.125 0.864 -5.409  -0.05
C -0.217 1.232 -4.425  -0.04
C -0.671 1.348 -3.121  -0.12
N -1.937 1.134 -2.782  0.00
H -7.769 1.007 0.724  0.08
H -8.107 0.515 -0.916  0.10
H -4.969 0.404 -4.069  0.13
H -3.181 0.354 -5.797  0.12
H -0.807 0.753 -6.437  0.12
H 0.820 1.426 -4.655  0.10
H -0.002 1.619 -2.313  0.10
F -0.512 2.874 -0.292  -0.02
C -1.866 2.950 0.003  -0.52
F -1.930 3.220 1.352  -0.02
C -2.375 4.202 -0.710  -0.61
F -2.349 4.022 -2.044  0.13
F -3.635 4.469 -0.353  0.14
F -1.632 5.292 -0.442  0.14
Br -4.179 0.184 7.278  0.71
C -2.922 1.525 6.834  -0.74
C -2.158 2.060 7.863  -0.14
C -1.221 3.042 7.592  -0.08
C -1.047 3.492 6.291  -0.08
C -1.811 2.959 5.267  -0.16
C -2.755 1.971 5.531  -0.74
I -3.842 1.226 3.917  0.96
H -2.304 1.700 8.872  0.10
H -0.629 3.451 8.398  0.11
H -0.320 4.261 6.070  0.11
H -1.680 3.307 4.251  0.09
C 1.779 -2.190 2.850  -0.18
Si 0.325 -1.165 2.278  0.26
C -1.296 -2.015 2.678  -0.20
C 0.402 0.590 2.911  -0.19
H 1.618 -2.444 3.900  0.04
H 2.721 -1.648 2.778  0.02
H 1.872 -3.124 2.297  0.02
H -1.203 -2.617 3.583  0.04
H -1.596 -2.673 1.862  0.03
H -2.094 -1.291 2.845  -0.02
H 0.612 0.612 3.982  0.04
H -0.540 1.115 2.749  0.01
H 1.187 1.147 2.396  0.03
F 2.523 0.797 -3.169  0.08
C 3.204 1.068 -2.044  -0.21
C 3.186 0.181 -0.983  -0.13
C 3.883 0.568 0.146  -0.23
F 3.866 -0.225 1.230  0.08
C 4.595 1.752 0.227  -0.13
F 5.257 2.077 1.333  0.14
C 4.603 2.607 -0.864  -0.12
F 5.274 3.748 -0.811  0.15
C 3.900 2.265 -2.008  -0.13
F 3.894 3.084 -3.056  0.13
Ge 2.082 -1.442 -0.954  0.78
S 0.223 -0.990 0.083  0.40
C 3.074 -2.998 -0.287  -0.13
C 4.437 -3.035 -0.057  -0.21
F 5.189 -1.949 -0.265  0.11
C 5.085 -4.183 0.372  -0.13
F 6.396 -4.182 0.590  0.14
C 4.353 -5.344 0.568  -0.13
F 4.959 -6.450 0.973  0.15
C 2.987 -5.348 0.326  -0.14
F 2.283 -6.463 0.499  0.13
C 2.378 -4.180 -0.099  -0.25
F 1.061 -4.216 -0.344  0.09
C 1.658 -1.931 -2.815  -0.13
C 2.735 -2.153 -3.655  -0.23
F 3.979 -2.009 -3.165  0.10
C 2.600 -2.501 -4.986  -0.14
F 3.666 -2.696 -5.759  0.13
C 1.325 -2.641 -5.512  -0.13
F 1.163 -2.972 -6.787  0.14
C 0.220 -2.432 -4.704  -0.14
F -1.005 -2.566 -5.211  0.13
C 0.399 -2.079 -3.374  -0.23
F -0.708 -1.876 -2.655  0.07

=====

- Which value of total charge does entry 2 give?
  0